[1]
2 unconnected molecules or ions with the total composition C3H6N2O2S at a distorted geometry. Source: the Open Molecules 2025 dataset; level of theory: ωB97M-V/def2-TZVPD.

Atoms and positions in Å:
C -0.3206 -0.4669 0.3126
C -0.9418 0.9535 0.2380
C 0.9801 0.5066 -1.3084
N 1.0165 -0.3437 -0.2207
N 0.2215 -0.6306 -2.8167
O -0.6450 -0.0389 -3.4383
O 0.4826 -1.8006 -2.6918
S -0.1730 1.7888 -1.1608
H -0.1466 -0.8195 1.4810
H -0.9079 -1.1231 -0.3957
H -2.0690 0.9153 -0.0392
H -0.6395 1.6476 1.1021
H 1.7219 0.6579 -2.0058
H 1.5641 -1.2374 -0.3794

The LUMO energy is 0.61 eV. The HOMO energy is -8.265 eV. The value obtained for the total energy is -21114.1963 eV. For the HOMO-LUMO gap, the calculation gives 0.3261 Eh. As for the relative energy (zero: lowest compared OMol25 entry of this formula, charge and spin): 130.4 kcal/mol.

[2]
A single C6H10N2O5 molecule at a distorted geometry. Source: the Open Molecules 2025 dataset; level of theory: ωB97M-V/def2-TZVPD.

Atoms and positions in Å:
C -3.3141 0.4127 0.5343
O -2.1266 -0.3522 0.1029
C -0.9276 0.0623 0.7703
O -0.6502 1.4617 0.6085
N 0.6350 1.6707 0.0030
O 0.7507 2.7806 -0.5008
C 1.3940 0.6429 0.1769
C 2.7793 0.6634 -0.1559
C 0.3915 -0.5452 0.0648
C 0.2916 -0.8481 -1.5862
N 0.6565 -1.9401 0.6935
O 1.1422 -2.8406 0.0611
O 0.2312 -2.0064 1.8159
H -3.5030 0.2950 1.6262
H -4.1447 0.2043 -0.1239
H -2.9771 1.5154 0.3314
H -0.9227 -0.0673 1.9050
H 3.3911 0.0966 0.6389
H 3.1814 1.6003 -0.1231
H 3.0392 0.0105 -1.0720
H 0.2832 -1.9644 -1.7179
H 1.0793 -0.4271 -2.1897
H -0.6801 -0.4251 -1.8635

The LUMO energy is -0.03 eV. The HOMO energy is -9.105 eV. The value obtained for the total energy is -19593.5176 eV. For the HOMO-LUMO gap, the calculation gives 0.3335 Eh. As for the relative energy (zero: lowest compared OMol25 entry of this formula, charge and spin): 242.4 kcal/mol. The structure (SMILES) is CO[C@@H]1O[N+]([O-])=C(C)[C@@]1(C)[N+](=O)[O-].

[3]
A gas-phase ion, C19H25N2O2 (charge +1) at a distorted geometry. Source: the Open Molecules 2025 dataset; level of theory: ωB97M-V/def2-TZVPD.

Atoms and positions in Å:
C 6.3484 3.5655 -0.6026
O 6.2915 2.1136 -0.6038
C 5.0998 1.4777 -0.4715
C 5.1280 0.0638 -0.4452
C 3.9468 -0.6418 -0.3854
C 2.6687 -0.0294 -0.3388
C 1.4698 -0.8695 -0.2855
C 0.1968 -0.4369 -0.3473
C -1.1031 -1.1868 -0.2862
N -1.1890 -2.0213 0.8807
N -0.2947 -3.1438 0.8676
C -1.0349 -4.3155 0.3903
C 0.1577 -3.4808 2.2314
C -2.3083 -0.2365 -0.2977
C -3.5421 -0.7993 -0.6345
C -4.7058 -0.0631 -0.5772
C -4.6436 1.3279 -0.3284
O -5.8046 2.0204 -0.4359
C -5.7723 3.4606 -0.5397
C -3.3996 1.9275 -0.0145
C -2.2488 1.1335 0.0140
C 2.6696 1.3976 -0.3273
C 3.8491 2.1431 -0.4137
H 7.4141 3.8109 -0.6466
H 5.8320 3.9745 -1.4816
H 5.9058 3.9713 0.3170
H 6.0957 -0.4192 -0.4929
H 3.9951 -1.7229 -0.3633
H 1.6462 -1.9461 -0.2161
H 0.0459 0.5992 -0.6376
H -1.2057 -1.9101 -1.1150
H -0.9698 -1.4871 1.7354
H -2.1238 -2.4505 0.9965
H -0.3485 -5.1585 0.5102
H -1.9491 -4.5201 0.9803
H -1.3002 -4.2240 -0.6613
H 0.7664 -4.3870 2.0942
H 0.8071 -2.6957 2.6409
H -0.6733 -3.7094 2.9397
H -3.5762 -1.8354 -0.9770
H -5.6725 -0.5140 -0.7663
H -6.8242 3.7146 -0.6972
H -5.3969 3.9055 0.3966
H -5.1609 3.7878 -1.3989
H -3.3334 2.9990 0.2144
H -1.2986 1.6227 0.2644
H 1.7269 1.9452 -0.2363
H 3.8188 3.2430 -0.4477

The LUMO energy is -2.54 eV. Its total charge is +1. The HOMO energy is -10.481 eV. The value obtained for the total energy is -27175.0025 eV. For the HOMO-LUMO gap, the calculation gives 0.2918 Eh. As for the relative energy (zero: lowest compared OMol25 entry of this formula, charge and spin): 80.0 kcal/mol. The structure (SMILES) is COc1ccc(/C=C/[C@@H]([NH2+]N(C)C)c2ccc(OC)cc2)cc1.

[4]
6 unconnected molecules or ions with the total composition C27H65N3O7 at a distorted geometry. Source: the Open Molecules 2025 dataset; level of theory: ωB97M-V/def2-TZVPD.

Atoms and positions in Å:
C 23.5633 1.2641 -8.6154
C 22.4420 2.1491 -8.0674
C 21.1843 1.2754 -7.8751
C 22.8511 2.5644 -6.6445
C 22.0788 3.7927 -6.1363
C 22.1196 4.9064 -7.1745
C 21.6010 4.5105 -8.5537
C 20.0635 4.5015 -8.6016
C 22.1382 5.6233 -9.4766
N 22.2677 3.2787 -8.9670
O 21.6632 2.7976 -10.1626
H 23.3064 0.9115 -9.6155
H 24.5167 1.7947 -8.6016
H 23.7055 0.3684 -8.0048
H 20.9119 0.7659 -8.8034
H 21.2629 0.5094 -7.1082
H 20.3549 1.9541 -7.6608
H 22.6463 1.7511 -5.9512
H 23.9060 2.8406 -6.5416
H 21.0522 3.5005 -5.9002
H 22.5897 4.1575 -5.2442
H 23.1126 5.3615 -7.1524
H 21.4522 5.6808 -6.7798
H 19.7121 3.5260 -8.9423
H 19.6186 5.2651 -9.2351
H 19.6088 4.6142 -7.6119
H 23.2067 5.4417 -9.6322
H 21.9939 6.6092 -9.0379
H 21.7635 5.6007 -10.5044
H 22.3548 2.8750 -10.8270
C 16.6092 -4.6879 -6.1905
C 16.6424 -4.7956 -7.7323
C 15.7604 -5.9661 -8.1561
C 16.0150 -3.5231 -8.3031
C 16.9324 -2.3007 -8.2602
C 18.2275 -2.6402 -8.9865
C 18.9074 -3.8917 -8.4127
C 20.0078 -4.2671 -9.4096
C 19.6077 -3.5978 -7.0805
N 17.9556 -4.9843 -8.3196
O 18.5245 -6.2438 -8.0837
H 15.6016 -4.8645 -5.8160
H 17.3016 -5.3890 -5.7211
H 16.9443 -3.6924 -5.8994
H 16.1014 -6.9041 -7.7034
H 14.7369 -5.8490 -7.7958
H 15.7935 -6.1809 -9.2259
H 15.8044 -3.6426 -9.3764
H 15.0249 -3.4241 -7.8546
H 16.3971 -1.4960 -8.7699
H 17.1665 -1.9545 -7.2493
H 18.9491 -1.8274 -8.8875
H 17.9997 -2.8052 -10.0420
H 19.5818 -4.4032 -10.4078
H 20.4733 -5.2316 -9.1942
H 20.7978 -3.5180 -9.4225
H 20.2739 -2.7332 -7.2145
H 20.2621 -4.4138 -6.7687
H 19.0084 -3.3038 -6.2188
H 18.5398 -6.6661 -8.9480
C 11.9627 -1.6213 -10.6255
O 12.6221 -0.7442 -9.7711
C 13.3419 -1.4178 -8.7354
C 13.3388 -0.5901 -7.4594
N 12.0341 0.0199 -7.1393
C 11.0222 -0.8260 -6.4971
C 11.3656 -1.3032 -5.0937
O 12.4645 -2.1798 -5.0703
C 13.1525 -2.1414 -3.8408
H 11.5494 -1.0328 -11.4399
H 11.2578 -2.2934 -10.1123
H 12.6090 -2.3901 -11.0938
H 14.3231 -1.6910 -9.1186
H 12.8316 -2.3708 -8.5170
H 14.1573 0.1285 -7.5450
H 13.5918 -1.2777 -6.6593
H 11.6826 0.1695 -8.0855
H 10.7759 -1.6990 -7.1260
H 10.0811 -0.2800 -6.4095
H 10.4864 -1.7687 -4.6343
H 11.5790 -0.3603 -4.5638
H 13.8925 -2.9385 -3.8256
H 12.4529 -2.3276 -3.0148
H 13.6297 -1.1697 -3.6779
C 13.2213 2.8288 -5.0608
O 13.7898 1.5715 -5.4301
H 12.1688 2.6930 -4.8157
H 13.9242 3.2625 -4.3566
H 13.2414 3.4612 -5.9623
H 13.1511 1.0285 -5.9187
C 17.3709 1.3867 -6.9641
O 16.0098 1.7442 -7.0647
H 17.6125 0.6741 -7.7513
H 18.0535 2.2425 -7.0126
H 17.5705 0.8923 -6.0043
H 15.6999 2.1052 -6.2294
C 16.0057 5.9672 -5.1889
O 16.7025 5.3390 -6.2560
H 16.0991 7.0548 -5.3202
H 14.9378 5.7555 -5.1957
H 16.4991 5.7850 -4.2346
H 16.0784 4.8950 -6.8351

The LUMO energy is 0.69 eV. The HOMO energy is -8.100 eV. The value obtained for the total energy is -47850.5269 eV. For the HOMO-LUMO gap, the calculation gives 0.3231 Eh. As for the relative energy (zero: lowest compared OMol25 entry of this formula, charge and spin): 63.9 kcal/mol. The structure (SMILES) is CC1(C)CCCC(C)(C)N1O.CC1(C)CCCC(C)(C)N1O.COCCNCCOC.CO.CO.CO.